This record from the Open Molecules 2025 dataset describes 7 unconnected molecules or ions with the total composition C49H113N7O10 at a distorted geometry. The level of theory is wB97M-V/def2-TZVPD.

Results
Highest occupied orbital energy ... -0.2961 Eh
SMILES ... CC1(C)CCCC(C)(C)N1O.CC1(C)CCCC(C)(C)N1O.CC1(C)CCCC(C)(C)N1O.COC[C@H](C)N.COCCNCCOC.COCCNCCOC.COCCNCCOC
Relative energy (zero: lowest compared OMol25 entry of this formula, charge and spin) ... 226.4 kJ/mol
LUMO level ... 0.573 eV
Strongest force on any atom ... 0.0556 hartree/bohr
E_tot ... -83540.504 eV

Structure (XYZ):
```
179
Properties=species:S:1:pos:R:3:mulliken_charge:R:1
C 0.763 16.745 -1.623 -1.373
C 1.480 16.798 -0.286 0.946
C 2.972 16.542 -0.334 -0.998
O 3.550 17.409 -1.300 -0.280
C 4.890 17.147 -1.583 -0.805
N 1.050 17.977 0.461 -0.659
H 1.220 17.550 -2.208 0.449
H -0.318 16.803 -1.538 0.131
H 0.943 15.883 -2.271 0.534
H 1.045 16.025 0.367 -0.261
H 3.154 15.483 -0.557 0.422
H 3.468 16.759 0.621 0.435
H 5.083 16.211 -2.128 0.317
H 5.548 17.091 -0.709 0.299
H 5.248 17.908 -2.276 0.262
H 1.517 18.042 1.363 0.280
H 1.429 18.822 0.023 0.258
C -1.044 9.390 5.178 -0.555
O -2.373 9.193 5.611 -0.164
C -2.481 8.512 6.816 -0.520
C -3.953 8.493 7.255 -0.784
N -4.201 7.707 8.435 -0.143
C -5.559 7.773 8.915 -0.652
C -5.821 6.811 10.037 -0.614
O -5.649 5.492 9.557 -0.302
C -5.568 4.528 10.579 -0.744
H -0.507 8.448 5.035 0.490
H -0.621 10.081 5.916 0.544
H -0.955 9.905 4.219 -0.322
H -1.921 8.920 7.664 0.286
H -2.187 7.462 6.673 0.292
H -4.710 8.379 6.464 0.390
H -4.184 9.545 7.487 0.260
H -3.910 6.741 8.351 0.219
H -6.356 7.673 8.159 0.348
H -5.709 8.787 9.309 0.370
H -6.832 6.964 10.425 0.386
H -5.097 7.110 10.807 0.351
H -4.971 4.786 11.457 0.325
H -5.177 3.633 10.095 0.243
H -6.561 4.264 10.969 0.280
C 9.292 6.052 -4.501 -0.684
O 8.230 6.887 -4.953 -0.333
C 7.868 7.912 -4.077 -0.636
C 6.365 8.119 -4.026 -0.572
N 5.696 6.858 -3.650 -0.309
C 4.245 6.931 -3.619 -0.710
C 3.601 7.878 -2.649 -0.376
O 2.260 7.553 -2.448 -0.431
C 1.772 8.217 -1.300 -0.513
H 9.908 5.722 -5.328 0.253
H 8.820 5.219 -3.973 0.281
H 9.871 6.562 -3.729 0.311
H 8.428 8.847 -4.207 0.359
H 8.164 7.659 -3.046 0.380
H 6.064 8.448 -5.035 0.287
H 6.045 8.929 -3.370 0.422
H 5.989 6.258 -4.415 0.240
H 4.002 5.925 -3.245 0.328
H 3.736 6.938 -4.594 0.279
H 3.734 8.917 -2.999 0.305
H 4.207 7.898 -1.729 0.361
H 2.224 7.793 -0.390 0.137
H 0.711 8.098 -1.098 0.331
H 2.092 9.263 -1.331 0.321
C 4.528 5.958 7.036 -0.634
O 3.138 6.155 7.099 -0.369
C 2.745 7.475 7.430 -0.847
C 2.629 8.459 6.261 -0.047
N 3.838 8.711 5.500 0.015
C 3.920 9.970 4.800 -1.347
C 3.160 9.969 3.482 0.372
O 3.664 9.217 2.400 -0.444
C 3.357 7.850 2.486 -0.574
H 4.978 6.526 6.218 0.184
H 4.809 4.919 6.867 0.279
H 5.008 6.232 7.984 0.301
H 3.362 7.875 8.244 0.424
H 1.745 7.311 7.834 0.328
H 2.176 9.371 6.666 0.280
H 1.928 7.990 5.563 0.042
H 4.718 8.381 5.848 0.207
H 4.963 10.263 4.666 0.426
H 3.505 10.780 5.423 0.395
H 3.220 11.013 3.152 0.416
H 2.104 9.729 3.668 -0.104
H 3.665 7.343 1.562 0.282
H 2.289 7.617 2.556 0.186
H 3.927 7.273 3.217 0.270
C -4.821 9.196 -5.343 -2.013
C -4.062 10.508 -5.568 1.562
C -2.555 10.129 -5.760 -1.254
C -1.779 11.316 -6.314 -0.537
C -2.323 11.643 -7.711 -1.161
C -3.789 12.032 -7.604 1.714
N -4.585 11.158 -6.764 0.322
O -5.855 11.709 -6.524 -0.534
C -3.829 13.514 -7.118 -1.786
C -4.381 12.021 -9.020 -2.023
C -4.160 11.350 -4.278 -1.482
H -4.926 8.702 -6.312 0.492
H -5.840 9.445 -5.030 0.417
H -4.417 8.514 -4.598 0.327
H -2.198 9.781 -4.793 0.449
H -2.485 9.303 -6.472 0.353
H -0.712 11.163 -6.513 0.367
H -1.790 12.178 -5.643 0.281
H -2.290 10.708 -8.280 0.316
H -1.669 12.408 -8.118 0.460
H -3.850 13.610 -6.035 0.307
H -3.036 14.122 -7.558 0.356
H -4.703 14.035 -7.523 0.408
H -4.389 10.980 -9.352 0.452
H -5.405 12.404 -9.078 0.443
H -3.865 12.682 -9.720 0.358
H -3.835 10.726 -3.443 0.405
H -5.215 11.568 -4.114 0.370
H -3.511 12.218 -4.356 0.291
H -6.445 11.285 -7.157 0.360
C -0.733 13.351 1.008 -1.951
C -0.846 12.336 2.115 1.288
C -2.269 12.312 2.745 -1.370
C -3.303 11.798 1.785 -0.444
C -2.956 10.335 1.493 -1.408
C -1.554 10.155 0.876 1.845
N -0.576 10.979 1.600 1.943
O 0.709 10.888 1.014 -0.618
C -1.187 8.698 1.133 -1.473
C -1.728 10.513 -0.610 -2.077
C 0.035 12.662 3.347 -1.875
H -1.409 13.185 0.172 0.137
H 0.264 13.339 0.564 0.413
H -0.965 14.354 1.379 0.551
H -2.369 11.830 3.721 0.181
H -2.555 13.341 3.005 0.509
H -3.366 12.476 0.930 0.266
H -4.292 11.819 2.253 0.451
H -3.703 9.885 0.838 0.528
H -3.069 9.863 2.473 0.279
H -0.173 8.441 0.824 -0.054
H -1.323 8.441 2.183 0.166
H -1.841 8.022 0.574 0.383
H -0.791 10.434 -1.173 0.277
H -2.463 9.922 -1.156 0.519
H -1.977 11.558 -0.802 0.228
H 1.058 12.393 3.062 0.335
H -0.229 12.122 4.251 0.286
H 0.020 13.734 3.546 0.381
H 1.174 10.331 1.644 0.210
C -3.446 18.616 -4.940 -1.675
C -2.285 18.205 -4.042 1.576
C -1.469 19.351 -3.375 -1.057
C -2.120 19.996 -2.134 -0.829
C -2.547 18.905 -1.120 -1.423
C -3.260 17.669 -1.660 1.755
N -2.722 17.277 -2.984 0.280
O -3.474 16.205 -3.496 -0.156
C -3.075 16.536 -0.620 -2.233
C -4.773 18.141 -1.785 -1.330
C -1.190 17.511 -4.898 -1.676
H -3.234 19.528 -5.502 0.414
H -4.250 18.983 -4.291 0.392
H -3.831 17.784 -5.521 0.320
H -0.545 19.042 -2.897 0.170
H -1.503 20.156 -4.112 0.505
H -2.953 20.641 -2.417 0.373
H -1.337 20.508 -1.576 0.367
H -3.249 19.448 -0.483 0.407
H -1.689 18.605 -0.515 0.547
H -2.153 15.972 -0.712 0.320
H -3.293 16.985 0.347 0.337
H -3.893 15.843 -0.839 0.484
H -5.390 17.803 -0.952 0.414
H -4.782 19.217 -1.922 0.380
H -5.215 17.624 -2.639 0.231
H -0.173 17.399 -4.525 0.253
H -1.103 18.187 -5.758 0.455
H -1.460 16.530 -5.294 0.253
H -4.410 16.457 -3.540 0.205
```